Entry from the Open Molecules 2025 dataset: an isolated ion of composition C5H8N and charge +1 at a distorted geometry (ωB97M-V/def2-TZVPD).

Structure (XYZ):
```
14
Properties=species:S:1:pos:R:3:forces:R:3:mulliken_charge:R:1
C -1.657726 -0.931113 -0.638209 -2.665 0.741 1.142 0.1807
C -0.534422 -1.279098 -0.011791 4.403 -2.412 1.651 -0.4773
C 0.118498 0.170120 0.032257 0.653 -2.085 -0.199 1.2485
C 1.484090 0.197111 -0.663083 -1.335 1.856 0.028 -1.4815
C -0.284261 0.986812 1.268017 1.843 -0.766 0.455 -1.0889
N -0.828025 -0.011522 -1.030793 -1.345 1.590 -2.337 -0.3106
H -2.699131 -1.193027 -0.769533 0.223 -0.192 -0.843 0.3834
H 0.128213 -2.224304 -0.146093 -1.341 1.564 -0.103 0.2869
H 1.323993 -0.120696 -1.686722 0.329 -0.730 0.013 0.4339
H 2.223416 -0.317616 -0.109796 0.866 -0.524 0.370 0.3851
H 1.750454 1.247301 -0.811930 0.316 -0.005 0.452 0.3986
H 0.712134 1.434227 1.712732 -2.222 -1.039 -0.598 0.3350
H -0.826742 0.258794 1.931783 0.677 1.380 -0.185 0.3575
H -0.910491 1.783011 0.923161 -0.403 0.621 0.153 0.3488
```
Forces are in eV/Å.

Results
SMILES: CC1(C)[C@H]2C=[N+]21
Molecular weight in g/mol: 82.1
Gap between HOMO and LUMO in Eh: 0.3838
Strongest force on any atom in hartree/bohr: 0.103
DFT total energy in eV: -6793.17108
Charge: +1